[1]
Formula: ClH8N3Si2
Source: the Open Molecules 2025 dataset
Level of theory: ωB97M-V/def2-TZVPD

Properties
- ΔE to the lowest compared entry with this formula, charge and spin: 50.4 kcal/mol
- E_HOMO: -0.3417 Ha
- Lowest unoccupied orbital energy: -0.16 eV
- Structure (SMILES): N/[Si](Cl)=N/[SiH3].N

Cartesian coordinates (Å):
Si1 1.424 -0.909 -1.666
H1 -2.290 2.025 -0.901
N1 -0.025 -0.096 -1.467
H2 0.187 -0.983 3.287
Cl1 -2.972 -1.795 -1.854
H3 1.419 -1.862 -0.609
Si2 -1.655 -0.299 -1.441
H4 0.644 0.054 2.138
H5 -0.957 0.044 2.965
N2 -2.571 1.110 -1.250
H6 -3.564 1.122 -1.180
H7 2.492 -0.056 -1.653
H8 1.471 -1.566 -3.094
N3 0.074 -0.010 2.984

Partial charges, Mulliken, in e: 0.179 0.257 -0.119 0.221 -0.198 -0.131 0.399 0.255 0.224 -0.355 0.225 -0.149 -0.114 -0.692

[2]
Formula: C5H10N2O
Source: the Open Molecules 2025 dataset
Level of theory: ωB97M-V/def2-TZVPD

Properties
- ΔE to the lowest compared entry with this formula, charge and spin: 22.5 kcal/mol
- E_HOMO: -0.3009 Ha
- Lowest unoccupied orbital energy: 0.60 eV
- Structure (SMILES): Cc1c[nH]cn1.CO

Cartesian coordinates (Å):
N1 0.484 2.135 -0.480
O1 0.379 -2.148 2.082
H1 0.231 1.341 -3.525
H2 -0.618 -0.753 -1.526
H3 -0.169 2.932 -2.961
N2 0.039 0.143 0.365
H4 -1.477 1.752 -2.998
C1 -0.069 1.364 -1.467
C2 -0.372 0.120 -0.946
H5 0.850 1.803 1.536
C3 0.525 1.389 0.597
C4 -0.440 -3.350 2.108
C5 -0.416 1.882 -2.825
H6 0.217 -4.196 2.287
H7 1.156 -2.314 1.561
H8 -0.993 -3.456 1.176
H9 -0.156 -0.649 0.977
H10 -1.100 -3.185 2.948

Partial charges, Mulliken, in e: -0.629 -0.553 0.280 0.342 0.286 0.026 0.294 0.505 -0.440 0.424 -0.230 -0.530 -1.097 0.291 0.309 0.239 0.266 0.217

[3]
Formula: C33H63GeN6O5PdSe
Source: the Open Molecules 2025 dataset
Level of theory: ωB97M-V/def2-TZVPD

Properties
- ΔE to the lowest compared entry with this formula, charge and spin: 17.0 kcal/mol
- E_HOMO (spin up / spin down): -0.6824 / -0.6941 Ha
- Net charge: +4
- Lowest unoccupied orbital energy (spin up / spin down): -9.25 / -13.25 eV
- Multiplicity: 6

Cartesian coordinates (Å):
H1 0.155 5.749 -6.898
H2 1.487 -0.878 -2.773
N1 4.985 2.337 4.983
H3 3.261 1.764 2.540
O1 -2.167 -2.290 -0.099
H4 5.895 4.696 5.177
C1 -2.576 -2.700 -2.417
H5 0.379 -0.624 3.827
C2 1.072 3.291 -4.116
Ge1 -2.886 -2.494 1.568
H6 1.563 -2.401 -4.756
H7 4.800 0.421 5.796
H8 -4.245 1.710 -3.680
H9 3.505 0.033 2.396
H10 -3.805 0.591 -5.687
H11 4.763 1.489 7.420
C3 1.752 4.733 -5.835
C4 -0.301 3.609 -4.382
C5 2.305 1.722 -2.602
H12 -2.714 -5.383 2.397
H13 5.946 4.757 6.887
H14 0.005 -2.745 -1.492
H15 -2.847 2.371 2.993
C6 -2.338 -5.062 3.371
H16 0.460 -5.775 3.199
H17 -2.831 -5.298 -1.517
C7 -4.281 -0.047 3.318
N2 -1.046 2.872 -3.507
C8 4.606 0.930 4.854
H18 -0.826 1.342 -5.673
C9 -0.560 -3.649 -1.244
H19 -2.441 -5.006 0.169
C10 -2.524 2.871 -3.417
H20 -1.469 -0.229 -5.168
H21 -4.410 -0.017 0.482
O2 0.852 1.722 0.438
C11 -0.204 2.148 -2.725
O3 1.396 -0.440 0.391
H22 5.228 2.821 4.134
H23 -4.711 1.565 1.195
C12 -3.935 0.829 0.984
H24 -0.375 -4.382 -2.030
H25 3.203 -2.028 -4.230
C13 2.918 0.797 2.918
H26 -4.868 0.812 3.642
C14 2.120 3.857 -4.855
H27 -2.779 3.084 -2.378
H28 3.156 3.621 -4.656
C15 -0.600 -3.686 4.553
H29 -3.786 -0.469 4.192
C16 -2.044 -3.328 -1.142
C17 -3.267 0.386 2.274
O4 -2.420 -0.787 1.987
H30 -1.972 -1.830 -2.684
H31 -2.140 -5.963 3.950
C18 2.765 0.645 -3.576
H32 0.843 -4.364 2.213
N3 5.692 4.250 6.055
H33 0.846 1.442 2.954
H34 -0.494 -4.486 5.285
H35 -1.874 1.113 3.754
C19 -3.184 1.590 -3.912
H36 -3.193 2.188 -5.985
H37 -3.210 1.287 0.308
Se1 -0.787 0.968 -1.448
C20 1.448 0.644 2.519
C21 -0.664 4.505 -5.382
H38 1.588 -1.371 2.998
H39 -2.861 3.718 -4.011
H40 0.378 -3.208 4.452
H41 3.025 1.086 -4.542
H42 -2.852 0.732 -3.313
H43 -1.327 -2.969 4.937
C22 -3.011 1.282 -5.400
H44 2.525 -1.229 -5.646
H45 -4.983 -0.779 2.905
O5 -1.375 -3.088 2.359
C23 0.372 5.052 -6.099
H46 -3.106 -4.495 3.902
H47 -1.692 4.754 -5.601
C24 0.035 -5.033 2.522
H48 2.059 1.295 -1.632
C25 -1.670 0.656 -5.779
C26 -1.061 -4.252 3.224
H49 -3.905 -4.281 -0.569
H50 3.694 0.237 -3.171
C27 2.291 -1.599 -4.647
N4 5.031 2.450 7.310
H51 -2.526 -3.413 -3.240
C28 1.754 -0.482 -3.761
C29 5.242 2.999 6.120
H52 2.509 5.215 -6.439
C30 -2.313 1.439 2.809
H53 5.264 2.951 8.153
H54 3.055 2.498 -2.453
H55 -3.616 -2.396 -2.293
C31 3.149 0.696 4.429
H56 2.499 1.396 4.962
H57 -0.348 -5.559 1.647
C32 1.238 0.683 0.988
H58 5.290 0.469 4.139
H59 0.830 -0.088 -4.203
H60 2.880 -0.306 4.773
H61 -0.191 -4.068 -0.305
H62 -1.680 0.334 -6.819
N5 0.863 -0.659 2.935
Pd1 -0.396 -1.375 1.240
H63 -1.524 1.644 2.079
C33 -2.855 -4.544 -0.731
N6 1.087 2.411 -3.085

Atomic partial charges in e from the Mulliken method, atoms 1 to 99: 0.473 -0.392 -0.111 0.418 0.089 0.189 -1.541 0.295 1.203 0.068 0.417 0.501 0.496 0.450 0.468 0.157 -0.791 0.943 -0.566 0.403 0.214 -0.025 0.543 -1.721 0.501 0.514 -1.783 0.609 -1.329 0.086 -1.221 0.388 -1.179 0.065 0.338 -0.669 -0.166 -0.915 0.246 0.516 -1.353 0.539 0.392 -1.084 0.468 -0.715 0.258 0.479 -1.406 0.382 1.831 1.135 0.086 0.156 0.498 -0.714 0.314 -0.366 0.704 0.511 0.310 0.450 0.268 0.109 -0.040 0.761 -1.058 0.271 0.477 0.255 0.461 -0.364 0.310 -0.753 0.384 0.446 0.284 -0.686 0.451 0.440 -1.445 -0.287 -0.662 1.289 0.466 0.540 -1.576 -0.319 0.502 1.123 0.829 0.479 -1.277 0.226 0.447 0.417 -0.103 0.327 0.269

[4]
Formula: C25H23BrCrN5O2S
Source: the Open Molecules 2025 dataset
Level of theory: ωB97M-V/def2-TZVPD

Properties
- E_HOMO (spin up / spin down): -0.3699 / -0.3710 Ha
- Net charge: +1
- Lowest unoccupied orbital energy (spin up / spin down): -3.19 / -3.42 eV
- Multiplicity: 5

Cartesian coordinates (Å):
H1 2.960 6.856 -0.329
H2 4.436 7.783 1.417
N1 -0.323 1.872 0.474
H3 -0.698 -1.432 -2.052
H4 -5.128 2.572 3.216
H5 5.396 6.287 3.137
H6 -1.540 -1.081 5.222
C1 1.921 2.048 1.290
H7 -3.299 -0.574 -1.048
C2 -0.679 -3.573 -1.927
Br1 1.832 0.109 1.588
H8 0.629 3.678 0.729
N2 0.023 -2.833 2.075
C3 0.701 2.598 0.794
H9 -0.666 -5.665 -1.414
H10 -1.375 3.384 -0.348
C4 -4.937 1.899 2.391
H11 -0.858 -3.711 -2.984
Cr1 -0.428 -0.071 0.389
C5 -3.584 1.259 0.495
C6 4.367 4.553 2.422
H12 -2.887 2.015 -1.383
C7 3.075 2.636 1.641
C8 3.457 4.033 1.493
H13 3.807 2.011 2.140
C9 2.977 4.879 0.486
H14 -6.204 -0.854 0.859
S1 -1.872 -0.887 2.477
H15 -0.387 -2.028 6.189
C10 -5.797 0.841 2.131
N3 -0.136 -2.158 4.132
C11 -0.652 -1.960 2.899
H16 -0.263 -5.200 0.998
O1 -1.802 0.360 -0.882
H17 4.798 3.896 3.167
C12 -0.337 -4.394 0.281
C13 -4.437 0.170 0.264
C14 3.332 6.216 0.460
C15 -0.586 -2.299 -1.413
C16 4.709 5.892 2.400
C17 0.955 -3.555 2.823
H18 1.407 -3.413 4.966
H19 -3.172 2.933 1.757
H20 2.386 4.473 -0.324
H21 -6.665 0.675 2.756
N4 -0.377 -2.034 -0.111
C18 0.854 -3.124 4.089
C19 -5.550 -0.019 1.076
O2 -4.206 -0.726 -0.726
H22 1.608 -4.284 2.378
C20 -0.506 -1.399 5.310
C21 -0.245 -3.082 0.711
C22 -2.452 1.522 -0.501
C23 -0.563 -4.649 -1.060
C24 -3.842 2.105 1.568
N5 -1.460 2.466 0.063
H23 0.125 -0.514 5.407
C25 4.177 6.733 1.432

Partial charges, Mulliken, in e: 0.389 0.394 0.142 0.551 0.422 0.385 0.347 0.117 0.365 -0.859 -0.215 0.588 0.661 -0.054 0.439 0.312 -0.890 0.430 0.325 0.216 -0.564 0.278 -0.738 0.696 0.365 -0.369 0.444 -0.316 0.340 -0.443 0.213 -0.070 0.547 -0.595 0.344 -0.773 0.527 -0.569 -0.388 -0.576 -0.537 0.482 0.415 0.583 0.402 0.404 -0.559 -0.606 -0.743 0.516 -0.877 0.145 0.080 -0.472 -0.248 -0.272 0.308 -0.437